<1>
# C2H7N2O

An isolated ion of composition C2H7N2O and charge +1 (wB97M-V/def2-TZVPD, the Open Molecules 2025 dataset).

Results
Net charge   +1
SMILES   N[C@@H]1O[C@H]1[NH3+]
Kohn-Sham gap   10.824 eV

Each line ends with the Mulliken charge.
Atoms and positions in Å:
N 2.214 -0.184 0.284  -0.57
C 0.720 -0.446 -0.116  -0.17
O 0.097 0.208 -1.222  -0.39
C -0.299 0.506 0.033  0.22
N -1.782 0.012 0.248  -0.35
H 2.755 -0.740 -0.383  0.30
H 2.472 0.881 -0.037  0.33
H 0.512 -1.548 0.164  0.27
H -0.282 1.599 0.307  0.27
H -2.050 -0.296 -0.663  0.36
H -2.396 0.799 0.500  0.36
H -1.961 -0.789 0.885  0.36

<2>
# C2H7N2O

An isolated ion of composition C2H7N2O and charge +1 (wB97M-V/def2-TZVPD, the Open Molecules 2025 dataset).

Results
Net charge   +1
Kohn-Sham gap   10.999 eV

Each line ends with the Mulliken charge.
Atoms and positions in Å:
C -0.707 0.512 -0.043  -0.44
C 1.504 -0.381 0.052  -0.14
N 0.809 0.706 0.064  -0.08
N -0.886 -0.980 0.036  -0.39
O 2.763 -0.343 -0.027  -0.42
H -1.329 0.787 0.728  0.34
H -0.948 1.079 -0.929  0.32
H 0.239 -1.245 0.084  0.40
H 1.113 1.741 0.115  0.27
H -1.444 -1.465 0.776  0.36
H -1.020 -1.321 -0.953  0.40
H 3.265 0.590 0.068  0.37

<3>
# C2H7N2O

An isolated ion of composition C2H7N2O and charge +1 (wB97M-V/def2-TZVPD, the Open Molecules 2025 dataset).

Results
Net charge   +1
SMILES   CN(O)C=[NH2+]
Kohn-Sham gap   10.478 eV

Each line ends with the Mulliken charge.
Atoms and positions in Å:
C -0.724 -0.733 -0.912  -0.98
N 0.497 -0.068 -0.476  0.17
O 1.743 -0.043 -1.163  -0.38
C 0.573 0.374 0.932  0.10
N -0.529 0.473 1.622  -0.29
H -1.102 -1.365 -0.134  0.41
H -1.547 0.101 -1.227  0.34
H -0.364 -1.283 -1.875  0.31
H 1.738 0.724 -1.778  0.38
H 1.521 0.744 1.295  0.40
H -0.421 0.928 2.566  0.29
H -1.383 0.149 1.151  0.24

<4>
# C2H7N2O

An isolated ion of composition C2H7N2O and charge +1 (wB97M-V/def2-TZVPD, the Open Molecules 2025 dataset).

Results
Net charge   +1
SMILES   NOCC=[NH2+]
Kohn-Sham gap   9.206 eV

Each line ends with the Mulliken charge.
Atoms and positions in Å:
N 2.403 -0.287 0.215  -0.43
O 0.953 -0.418 -0.216  -0.35
C -0.001 0.704 -0.058  -0.32
C -1.460 0.431 -0.094  0.12
N -1.778 -0.779 0.086  -0.16
H 2.736 0.072 -0.740  0.30
H 2.702 -1.241 0.222  0.29
H 0.288 1.434 -0.828  0.34
H 0.034 1.295 1.054  0.32
H -2.155 1.256 -0.146  0.40
H -1.033 -1.448 0.381  0.28
H -2.690 -1.019 0.126  0.22

Most stable: <1>